Entry 1:
The following is a quantum chemistry calculation of a structure of composition C6H10O2 in a non-equilibrium geometry, from the OMol25 dataset.

```
! RIJCOSX wB97M-V def2-TZVPD def2/J DEFGRID3
* xyz 0 1
C 0.388 -1.018 -0.437
C 0.863 0.354 -0.652
C -0.422 1.048 -0.869
C -0.739 0.650 0.633
C 0.748 0.826 0.669
C -0.755 -0.833 0.532
H 2.406 -1.073 -0.450
H -0.041 -1.516 -1.336
H 1.817 0.448 -1.164
H -1.261 0.788 -1.407
H -0.355 2.051 -0.750
H -1.322 1.388 1.302
H 1.141 0.209 1.404
H 1.365 1.815 0.921
H -0.821 -1.263 1.530
H -2.757 -0.994 0.156
O 1.652 -1.625 0.170
O -1.909 -1.256 -0.252
*
```

Output
Kohn-Sham gap: 10.8 eV
energy relative to the best compared isomer or geometry (same formula, charge and spin): 431.2 kJ/mol
HOMO level: -9.924 eV

Entry 2:
The following is a quantum chemistry calculation of an isolated molecule of C5H5NS3 in a non-equilibrium geometry, from the OMol25 dataset.

```
! RIJCOSX wB97M-V def2-TZVPD def2/J DEFGRID3
* xyz 0 1
C -0.317 1.657 0.042
C -0.714 0.108 -0.033
C 1.593 -0.147 -0.099
C -1.217 2.613 0.044
C 0.261 -2.171 0.071
N 0.338 -0.756 -0.076
S -2.286 -0.379 -0.138
S 3.014 -0.952 -0.065
S 1.472 1.666 0.054
H -0.821 3.688 0.000
H -2.187 2.244 -0.050
H 0.257 -2.824 -0.912
H 1.143 -2.359 0.522
H -0.536 -2.388 0.641
*
```

Output
Kohn-Sham gap: 7.9 eV
energy relative to the best compared isomer or geometry (same formula, charge and spin): 36.9 kJ/mol
SMILES: C=C1SC(=S)N(C)C1=S
HOMO level: -9.033 eV

Entry 3:
The following is a quantum chemistry calculation of a cluster of 13 separate species, C16H45N12O30PS in total in a non-equilibrium geometry, from the OMol25 dataset.

```
! RIJCOSX wB97M-V def2-TZVPD def2/J DEFGRID3
* xyz 0 1
C 0.568 4.902 -5.745
C -0.820 4.949 -6.474
S -1.157 3.275 -7.177
C -1.556 2.340 -5.636
O -1.436 0.922 -5.814
C -0.449 0.396 -5.080
O 0.262 -0.372 -5.550
O -0.363 0.775 -3.762
P 0.366 -0.325 -2.794
O -0.329 -1.624 -2.963
O 1.925 -0.385 -3.137
O 0.159 0.141 -1.254
H 0.360 4.631 -4.696
H 1.204 4.091 -6.132
H 1.086 5.871 -5.766
H -0.891 5.730 -7.236
H -1.587 5.115 -5.698
H -2.616 2.548 -5.417
H -0.927 2.753 -4.832
H 2.357 -1.098 -2.641
H 0.834 0.797 -1.004
C -0.934 1.086 2.853
N -0.321 2.065 1.915
O 0.807 1.849 1.509
O -0.994 3.028 1.611
H -0.230 0.283 3.038
H -1.163 1.615 3.774
H -1.836 0.707 2.379
C -2.597 2.644 -1.537
N -2.027 3.728 -2.384
O -0.953 3.515 -2.920
O -2.670 4.749 -2.483
H -1.914 1.800 -1.547
H -2.711 3.037 -0.531
H -3.559 2.368 -1.961
C -2.891 -1.927 -0.906
N -2.593 -1.313 0.409
O -2.156 -2.024 1.290
O -2.807 -0.118 0.511
H -2.658 -2.983 -0.864
H -3.948 -1.774 -1.109
H -2.265 -1.434 -1.638
C 4.074 1.530 1.138
N 4.749 0.307 0.626
O 4.048 -0.562 0.143
O 5.957 0.261 0.725
H 3.008 1.427 0.983
H 4.304 1.614 2.196
H 4.466 2.379 0.583
C -2.647 -6.482 -0.121
N -3.968 -5.840 0.109
O -3.988 -4.626 0.220
O -4.933 -6.568 0.168
H -1.888 -5.711 -0.155
H -2.469 -7.163 0.701
H -2.701 -7.013 -1.068
C 0.736 6.063 1.406
N 1.922 5.166 1.428
O 2.523 5.002 0.391
O 2.207 4.654 2.496
H 0.606 6.441 0.397
H -0.124 5.474 1.713
H 0.927 6.875 2.103
C -4.944 3.546 2.845
N -4.552 3.108 1.478
O -4.852 1.984 1.140
O -3.954 3.916 0.792
H -5.465 2.730 3.335
H -4.033 3.802 3.380
H -5.593 4.411 2.738
C 8.282 0.013 -1.203
N 8.872 1.005 -2.143
O 9.987 0.783 -2.569
O 8.189 1.971 -2.418
H 8.996 -0.789 -1.050
H 8.075 0.528 -0.272
H 7.369 -0.364 -1.654
C -5.676 -5.953 3.634
N -4.517 -6.886 3.612
O -3.904 -6.986 2.569
O -4.269 -7.480 4.639
H -5.774 -5.499 2.652
H -6.559 -6.535 3.882
H -5.475 -5.201 4.392
C 2.140 -6.588 0.027
N 0.736 -7.000 -0.239
O -0.039 -7.005 0.699
O 0.458 -7.302 -1.379
H 2.237 -6.346 1.080
H 2.785 -7.420 -0.239
H 2.346 -5.718 -0.591
C 1.976 2.834 5.326
N 0.866 2.129 6.020
O 0.528 1.058 5.553
O 0.380 2.669 6.988
H 2.301 2.228 4.487
H 1.592 3.791 4.984
H 2.783 2.967 6.042
C 1.671 -2.739 1.825
N 2.853 -3.646 1.788
O 3.449 -3.750 0.735
O 3.137 -4.220 2.819
H 1.540 -2.300 0.842
H 0.807 -3.338 2.101
H 1.871 -1.972 2.569
*
```

Output
Kohn-Sham gap: 7.9 eV
HOMO level: -8.629 eV

Entry 4:
The following is a quantum chemistry calculation of a cluster of 3 separate species, CH9N4 in total in a non-equilibrium geometry, from the OMol25 dataset.

```
! RIJCOSX wB97M-V def2-TZVPD def2/J DEFGRID3
* xyz 1 1
C 1.761 -0.318 -0.118
N 2.629 -0.533 0.809
N -0.833 1.255 -0.426
N 0.210 1.405 0.249
N -2.350 -0.819 -0.052
H 1.903 -0.958 -0.979
H 3.430 -1.075 0.663
H 2.725 0.200 1.554
H -0.958 1.782 -1.396
H -1.788 0.558 -0.116
H 0.875 2.017 -0.228
H -2.128 -1.087 0.877
H -3.407 -0.905 -0.196
H -2.070 -1.522 -0.641
*
```

Output
Kohn-Sham gap (alpha / beta): 8.9 / 8.9 eV
energy relative to the best compared isomer or geometry (same formula, charge and spin): 586.4 kJ/mol
HOMO level (alpha / beta): -12.501 / -12.502 eV

Entry 5:
The following is a quantum chemistry calculation of a cluster of 2 separate species, CH4NO2Si in total in a non-equilibrium geometry, from the OMol25 dataset.

```
! RIJCOSX wB97M-V def2-TZVPD def2/J DEFGRID3
* xyz -1 1
C -0.446 -2.661 1.035
N 0.974 1.623 0.066
O 0.298 -1.090 0.120
O -1.621 -2.544 0.843
Si -0.287 0.272 -0.327
H 1.379 2.066 -0.776
H 1.699 1.142 0.531
H -0.605 0.218 -1.731
H -1.391 0.975 0.239
*
```

Output
Kohn-Sham gap: 8.8 eV
energy relative to the best compared isomer or geometry (same formula, charge and spin): 54.5 kJ/mol
HOMO level: -4.349 eV

Entry 6:
The following is a quantum chemistry calculation of a cluster of 2 separate species, C8H11O2 in total in a non-equilibrium geometry, from the OMol25 dataset.

```
! RIJCOSX wB97M-V def2-TZVPD def2/J DEFGRID3
* xyz 0 2
O -2.866 -2.394 -0.488
H -3.719 -2.740 -0.195
H -2.771 -1.600 0.107
O -1.945 -0.303 0.854
C -0.780 -0.046 0.416
C 0.375 -0.478 1.169
C 1.614 -0.029 0.775
C 1.793 0.757 -0.349
C 0.715 1.144 -1.147
C -0.552 0.699 -0.795
C 0.946 2.018 -2.357
C 0.134 -1.237 2.416
H 2.457 -0.303 1.407
H 2.792 1.083 -0.644
H -1.418 1.026 -1.374
H -0.015 2.264 -2.825
H 1.462 2.953 -2.080
H 1.571 1.478 -3.086
H 1.094 -1.450 2.873
H -0.489 -0.675 3.120
H -0.399 -2.167 2.202
*
```

Output
Kohn-Sham gap (alpha / beta): 9.6 / 7.4 eV
energy relative to the best compared isomer or geometry (same formula, charge and spin): 0.0 kJ/mol
HOMO level (alpha / beta): -8.776 / -9.530 eV

Entry 7:
The following is a quantum chemistry calculation of a cluster of 7 separate species, C40H38F14O22 in total in a non-equilibrium geometry, from the OMol25 dataset.

```
! RIJCOSX wB97M-V def2-TZVPD def2/J DEFGRID3
* xyz 0 1
C -1.939 3.861 1.765
C -2.562 3.751 0.592
C -1.944 2.904 -0.469
C -1.208 3.465 -1.514
C -1.065 4.974 -1.584
C 0.230 5.474 -2.266
C -0.073 6.004 -3.671
O 1.107 6.449 -4.331
C -0.625 2.701 -2.447
C -0.695 1.306 -2.429
C 0.014 0.473 -3.453
C 1.559 0.715 -3.513
O 2.032 1.659 -2.567
C 2.208 1.113 -1.296
C 3.342 0.091 -1.173
F 4.308 0.361 -2.068
F 2.945 -1.194 -1.422
C 3.982 0.076 0.235
F 4.933 -0.888 0.237
F 4.597 1.240 0.461
C 2.975 -0.224 1.398
F 1.791 -0.690 0.968
F 2.741 0.946 2.035
C 3.544 -1.286 2.382
F 2.567 -1.577 3.266
F 4.628 -0.824 3.009
C -1.418 0.766 -1.415
C -2.036 1.556 -0.448
C -2.792 0.874 0.675
O -3.776 1.348 1.216
C -2.205 -0.449 1.079
C -1.617 -1.192 0.155
C -1.600 -0.711 -1.259
O -1.765 -1.496 -2.184
H -2.483 3.927 2.704
H -0.856 3.872 1.852
H -3.497 4.255 0.371
H -1.070 5.376 -0.572
H -1.915 5.395 -2.132
H 1.010 4.712 -2.350
H 0.641 6.316 -1.705
H -0.559 5.215 -4.265
H -0.760 6.851 -3.619
H 1.692 5.703 -4.485
H -0.067 3.173 -3.242
H -0.158 -0.592 -3.343
H -0.412 0.736 -4.426
H 2.057 -0.255 -3.468
H 1.800 1.127 -4.493
H 2.473 1.946 -0.637
H 1.279 0.701 -0.886
H 3.724 -2.220 1.845
H -2.231 -0.811 2.102
H -1.148 -2.141 0.394
C 1.741 0.835 6.103
C 1.574 1.297 4.678
O 0.794 2.470 4.821
C 1.091 2.991 6.050
O 0.829 4.091 6.394
O 1.738 2.074 6.818
F 0.876 0.399 3.944
H 0.905 0.219 6.436
H 2.669 0.291 6.266
H 2.506 1.542 4.172
C -5.202 -0.168 -4.613
C -3.924 -0.824 -5.072
O -3.032 0.273 -5.163
C -3.452 1.194 -4.247
O -2.795 2.101 -3.861
O -4.711 0.921 -3.826
F -4.062 -1.384 -6.301
H -5.787 0.220 -5.448
H -5.827 -0.829 -4.017
H -3.518 -1.564 -4.380
C -0.835 -5.401 -0.932
C 0.182 -4.827 0.021
O 0.723 -5.981 0.634
C 0.616 -6.997 -0.280
O 1.198 -8.024 -0.207
O -0.236 -6.656 -1.278
F -0.404 -4.057 0.978
H -1.797 -5.578 -0.448
H -0.988 -4.781 -1.812
H 0.981 -4.259 -0.459
C -1.412 -6.527 4.542
C -1.788 -5.967 3.200
O -2.593 -4.851 3.535
C -2.155 -4.412 4.755
O -2.416 -3.354 5.218
O -1.374 -5.346 5.353
F -2.535 -6.847 2.478
H -2.170 -7.212 4.930
H -0.448 -7.031 4.525
H -0.941 -5.637 2.602
C 2.285 -10.970 4.403
C 1.850 -10.359 3.093
O 1.079 -9.248 3.519
C 1.580 -8.861 4.726
O 1.349 -7.816 5.238
O 2.375 -9.821 5.253
F 1.062 -11.202 2.387
H 1.538 -11.659 4.801
H 3.241 -11.482 4.335
H 2.668 -10.012 2.459
C 0.669 11.372 -3.799
C 1.341 10.179 -3.163
O 0.261 9.285 -2.977
C -0.650 9.559 -3.954
O -1.537 8.837 -4.259
O -0.394 10.759 -4.533
F 1.873 10.490 -1.955
H 0.254 12.053 -3.054
H 1.330 11.929 -4.459
H 2.103 9.703 -3.782
*
```

Output
Kohn-Sham gap: 8.2 eV
SMILES: C=Cc1c(CCCO)cc(CCOCC(F)(F)C(F)(F)C(F)(F)C(F)F)c2c1C(=O)C=CC2=O.O=C1OC[C@@H](F)O1.O=C1OC[C@@H](F)O1.O=C1OC[C@@H](F)O1.O=C1OC[C@@H](F)O1.O=C1OC[C@@H](F)O1.O=C1OC[C@@H](F)O1
HOMO level: -8.794 eV

Entry 8:
The following is a quantum chemistry calculation of a structure of composition C16H11BF10N2O5RuS in a non-equilibrium geometry, from the OMol25 dataset.

```
! RIJCOSX wB97M-V def2-TZVPD def2/J DEFGRID3
* xyz -1 6
Ru -0.479 0.103 -0.204
S -0.473 2.568 -0.840
C -1.818 2.560 0.264
C -2.832 3.523 0.352
C -3.876 3.304 1.220
C -3.919 2.139 1.989
C -2.887 1.239 1.853
N -1.855 1.468 1.039
H -2.791 4.398 -0.282
H -4.677 4.030 1.294
H -4.736 1.936 2.666
H -2.850 0.306 2.403
O 1.151 0.527 1.348
C 2.017 0.341 0.459
O 1.699 0.260 -0.764
C 3.441 0.161 0.868
C 3.710 -0.341 2.136
C 5.021 -0.555 2.537
C 6.069 -0.256 1.681
C 5.768 0.247 0.428
C 4.475 0.452 -0.008
N 6.887 0.572 -0.485
O 8.004 0.221 -0.152
O 6.611 1.027 -1.575
H 2.874 -0.582 2.779
H 5.228 -0.960 3.518
H 7.100 -0.410 1.963
H 4.270 0.822 -1.002
F -0.670 -3.626 1.367
B 0.004 -2.429 1.390
F -0.895 -1.354 1.714
F 1.081 -2.438 2.255
F 0.461 -2.085 0.057
C -4.037 -1.921 -1.650
C -2.786 -1.079 -1.917
O -2.302 -0.566 -0.738
C -1.722 -1.969 -2.586
F -1.501 -3.062 -1.858
F -2.056 -2.369 -3.824
F -0.540 -1.314 -2.693
C -3.181 0.083 -2.858
F -3.800 -0.348 -3.978
F -2.141 0.825 -3.245
F -4.043 0.900 -2.229
H -3.770 -2.719 -0.961
H -4.457 -2.347 -2.560
H -4.777 -1.281 -1.172
*
```

Output
Kohn-Sham gap (alpha / beta): 7.1 / 7.3 eV
energy relative to the best compared isomer or geometry (same formula, charge and spin): 0.0 kJ/mol
HOMO level (alpha / beta): -5.342 / -5.625 eV

Entry 9:
The following is a quantum chemistry calculation of an isolated molecule of C2H2Cl4N6 in a non-equilibrium geometry, from the OMol25 dataset.

```
! RIJCOSX wB97M-V def2-TZVPD def2/J DEFGRID3
* xyz 0 1
C 2.435 0.328 0.022
C -2.229 0.280 -0.151
N 2.252 -0.736 -0.599
N 1.695 1.505 -0.348
N -1.537 0.622 -1.201
N 0.522 1.441 -0.678
N -0.296 0.817 -1.229
N -1.631 -1.291 0.278
Cl 3.613 0.796 1.116
Cl -1.827 1.423 1.258
Cl 3.225 -2.184 -0.423
Cl -0.539 -1.156 1.617
H -3.387 0.059 -0.321
H -2.296 -1.904 0.659
*
```

Output
Kohn-Sham gap (alpha / beta): 8.4 / 8.4 eV
energy relative to the best compared isomer or geometry (same formula, charge and spin): 13.7 kJ/mol
SMILES: Cl/N=C(Cl)/N=N\N=N/[C@H](Cl)NCl
HOMO level (alpha / beta): -9.722 / -9.722 eV

Entry 10:
The following is a quantum chemistry calculation of an isolated molecule of C17H33NO6, from the OMol25 dataset.

```
! RIJCOSX wB97M-V def2-TZVPD def2/J DEFGRID3
* xyz 0 1
C -7.070 -0.950 -0.265
C -6.196 -0.309 -1.337
C -5.216 0.725 -0.780
C -4.196 0.183 0.223
C -3.243 -0.847 -0.381
C -2.201 -1.361 0.614
C -1.182 -0.299 1.021
H -1.684 0.492 1.578
C -0.049 -0.858 1.885
C 1.016 -1.565 1.047
H 0.562 -2.320 0.402
H 1.758 -2.050 1.691
O 1.675 -0.669 0.157
C 2.729 0.063 0.724
C 2.946 1.344 -0.114
N 1.720 2.094 -0.242
C 1.052 2.608 0.817
O 1.459 2.517 1.956
C -0.222 3.331 0.434
H 0.023 4.204 -0.166
H -0.874 2.681 -0.144
H -0.735 3.652 1.335
H 1.293 2.076 -1.156
C 3.455 0.976 -1.514
O 2.452 0.375 -2.288
H 2.001 -0.281 -1.734
H 3.751 1.886 -2.047
C 4.715 0.099 -1.359
O 5.722 0.925 -0.841
H 6.398 0.359 -0.429
C 4.402 -1.113 -0.464
O 3.900 -0.706 0.805
H 3.658 -1.740 -0.976
C 5.646 -1.962 -0.170
H 6.138 -2.241 -1.104
O 6.592 -1.254 0.593
H 6.136 -0.936 1.384
H 5.336 -2.873 0.358
H 4.999 -0.283 -2.355
H 3.702 1.945 0.403
H 2.508 0.347 1.760
H 0.422 -0.036 2.428
H -0.444 -1.564 2.617
H -0.743 0.144 0.125
H -1.678 -2.204 0.157
H -2.709 -1.735 1.507
H -3.821 -1.700 -0.741
H -2.733 -0.406 -1.242
H -3.619 1.029 0.601
H -4.716 -0.262 1.073
H -5.790 1.517 -0.293
H -4.677 1.178 -1.617
H -5.650 -1.087 -1.874
H -6.840 0.194 -2.063
H -6.477 -1.558 0.412
H -7.581 -0.185 0.316
H -7.820 -1.590 -0.724
*
```

Output
Kohn-Sham gap: 10.3 eV
energy relative to the best compared isomer or geometry (same formula, charge and spin): 2.7 kJ/mol
SMILES: CCCCCCCCCO[C@H]1O[C@H](CO)[C@H](O)[C@@H](O)[C@H]1NC(C)=O
HOMO level: -9.590 eV

What did the sixth record say?
The following is a quantum chemistry calculation of a cluster of 2 separate species, C8H11O2 in total in a non-equilibrium geometry, from the OMol25 dataset.

```
! RIJCOSX wB97M-V def2-TZVPD def2/J DEFGRID3
* xyz 0 2
O -2.866 -2.394 -0.488
H -3.719 -2.740 -0.195
H -2.771 -1.600 0.107
O -1.945 -0.303 0.854
C -0.780 -0.046 0.416
C 0.375 -0.478 1.169
C 1.614 -0.029 0.775
C 1.793 0.757 -0.349
C 0.715 1.144 -1.147
C -0.552 0.699 -0.795
C 0.946 2.018 -2.357
C 0.134 -1.237 2.416
H 2.457 -0.303 1.407
H 2.792 1.083 -0.644
H -1.418 1.026 -1.374
H -0.015 2.264 -2.825
H 1.462 2.953 -2.080
H 1.571 1.478 -3.086
H 1.094 -1.450 2.873
H -0.489 -0.675 3.120
H -0.399 -2.167 2.202
*
```

Output
Kohn-Sham gap (alpha / beta): 9.6 / 7.4 eV
energy relative to the best compared isomer or geometry (same formula, charge and spin): 0.0 kJ/mol
HOMO level (alpha / beta): -8.776 / -9.530 eV